1.
C34H29GeN3OSSn as an isolated structure, computed with ωB97M-V with the def2-TZVPD basis set.

Results
orbital gap: 0.245 Eh
HOMO level: -13.50 eV
total charge: +2
ΔE to the lowest compared entry with this formula, charge and spin: 9.02 kcal/mol
DFT total energy: -115413.490 eV

```
70
C34H29GeN3OSSn, DFT ωB97M-V with the def2-TZVPD basis set
Sn -0.878 2.310 0.538
C -0.554 0.517 -4.209
C -1.222 1.438 -3.234
C -2.404 1.076 -2.589
C -3.065 1.968 -1.754
C -2.543 3.249 -1.540
C -1.339 3.610 -2.159
C -0.691 2.709 -2.989
H -0.659 0.916 -5.219
H -1.001 -0.475 -4.191
H 0.514 0.437 -4.001
H -2.836 0.103 -2.787
H -4.033 1.709 -1.343
H -3.125 3.990 -1.004
H -0.969 4.625 -2.072
H 0.209 3.010 -3.512
Ge 0.039 -2.242 -1.034
C -1.228 -2.733 0.364
C -0.944 -2.634 1.725
C -1.866 -3.094 2.653
C -3.064 -3.654 2.225
C -3.353 -3.744 0.870
C -2.438 -3.279 -0.064
C 1.882 -2.740 -1.342
C 2.290 -2.818 -2.674
C 3.592 -3.191 -2.965
C 4.479 -3.471 -1.934
C 4.071 -3.388 -0.608
C 2.769 -3.027 -0.306
H -0.685 -2.035 -2.367
H -0.006 -2.203 2.058
H -1.640 -3.052 3.710
H -3.776 -4.022 2.952
H -4.275 -4.203 0.540
H -2.653 -3.351 -1.124
H 1.589 -2.613 -3.475
H 3.918 -3.260 -3.993
H 5.495 -3.760 -2.168
H 4.770 -3.609 0.187
H 2.440 -2.991 0.725
S 0.073 0.138 -0.345
N 7.823 5.884 -0.689
C 6.970 5.115 -0.660
C 5.883 4.184 -0.629
C 5.862 3.089 -1.491
C 4.779 2.231 -1.491
C 3.708 2.463 -0.629
C 3.744 3.553 0.251
C 4.825 4.409 0.253
C 2.550 1.632 -0.611
C 1.534 0.978 -0.567
H 6.696 2.926 -2.160
H 4.765 1.382 -2.161
H 2.914 3.712 0.927
H 4.859 5.251 0.930
N -4.794 -0.796 6.007
C -4.650 -1.249 4.747
O -5.141 -2.267 4.313
C -3.771 -0.419 3.834
C -4.060 -0.427 2.474
C -3.240 0.265 1.613
N -2.161 0.942 2.037
C -1.856 0.916 3.339
C -2.630 0.248 4.267
H -5.393 -1.318 6.628
H -4.482 0.107 6.316
H -4.913 -0.986 2.115
H -3.416 0.282 0.544
H -0.960 1.449 3.640
H -2.331 0.230 5.307
```

Computed natural (NBO) charges, given in elementary charges: 1.397 -0.652 0.038 -0.223 -0.216 -0.320 -0.246 -0.146 0.258 0.224 0.234 0.234 0.241 0.258 0.253 0.235 1.382 -0.513 -0.156 -0.222 -0.167 -0.205 -0.195 -0.397 -0.227 -0.188 -0.157 -0.195 -0.218 -0.144 0.209 0.229 0.255 0.241 0.224 0.223 0.237 0.239 0.238 0.220 -0.257 -0.226 0.239 -0.130 -0.140 -0.197 -0.089 -0.196 -0.153 0.181 -0.385 0.247 0.231 0.213 0.246 -0.791 0.635 -0.571 -0.045 -0.138 0.030 -0.594 0.052 -0.218 0.430 0.406 0.263 0.211 0.218 0.251

2.
C34H29NO4S3Sb3Tc as an isolated structure, computed with ωB97M-V with the def2-TZVPD basis set.

Results
orbital gap (spin up / spin down): 0.187 / 0.187 Eh
HOMO level (spin up / spin down): -7.82 / -7.82 eV
total charge: 0
ΔE to the lowest compared entry with this formula, charge and spin: 47.74 kcal/mol
DFT total energy: -99725.736 eV

```
75
C34H29NO4S3Sb3Tc, DFT ωB97M-V with the def2-TZVPD basis set
Tc -2.724 -1.997 0.149
O -0.168 -4.738 1.622
C -1.001 -3.891 1.504
O -1.236 -3.215 0.364
C -1.854 -3.379 2.637
C -1.806 -3.713 3.977
C -2.606 -2.982 4.852
C -3.383 -1.922 4.391
C -3.369 -1.660 3.034
N -2.652 -2.413 2.221
C -4.001 -0.513 2.285
O -4.679 0.327 2.796
O -3.662 -0.527 0.984
H -1.150 -4.504 4.312
H -2.599 -3.220 5.907
H -3.970 -1.302 5.054
C -0.287 0.487 1.178
C 1.116 0.157 1.699
C 1.578 -1.291 1.558
Sb 2.448 -2.399 -0.116
C 1.418 -2.053 -1.963
C 1.764 -1.109 -2.927
C 1.129 -1.093 -4.161
C 0.136 -2.018 -4.451
C -0.212 -2.974 -3.507
C 0.434 -2.993 -2.276
C 4.064 -1.021 -0.422
C 5.367 -1.513 -0.425
C 6.454 -0.664 -0.596
C 6.251 0.698 -0.766
C 4.959 1.206 -0.766
C 3.879 0.351 -0.595
Sb -0.451 1.194 -0.866
C -2.273 2.266 -0.493
C -2.423 3.123 0.595
C -3.633 3.754 0.843
C -4.715 3.534 0.001
C -4.577 2.694 -1.093
C -3.362 2.067 -1.337
C 0.892 2.848 -0.602
C 1.233 3.408 0.628
C 2.126 4.469 0.705
C 2.693 4.986 -0.452
C 2.369 4.436 -1.683
C 1.480 3.370 -1.753
H -0.748 1.264 1.791
H -0.933 -0.395 1.299
H 1.113 0.364 2.777
H 1.858 0.844 1.287
H 0.812 -1.958 1.959
H 2.446 -1.424 2.214
H 2.546 -0.386 -2.731
H 1.414 -0.354 -4.901
H -0.359 -2.002 -5.413
H -0.984 -3.703 -3.721
H 0.161 -3.757 -1.554
H 5.544 -2.575 -0.292
H 7.458 -1.067 -0.597
H 7.097 1.360 -0.899
H 4.785 2.267 -0.900
H 2.882 0.777 -0.609
H -1.587 3.317 1.259
H -3.734 4.414 1.695
H -5.663 4.018 0.198
H -5.416 2.523 -1.756
H -3.268 1.414 -2.199
H 0.808 3.016 1.545
H 2.379 4.891 1.669
H 3.389 5.813 -0.392
H 2.811 4.831 -2.588
H 1.245 2.941 -2.722
S -3.503 -4.811 -3.564
Sb -4.567 -3.042 -2.752
S -2.646 -1.471 -1.966
S -4.336 -3.380 -0.186
```

Computed Mulliken charges, given in elementary charges: 1.029 -0.601 0.236 -0.112 0.249 -0.844 -0.223 -0.807 0.276 0.554 0.343 -0.617 -0.523 0.570 0.448 0.552 0.048 -0.018 -1.408 0.810 0.150 0.090 -0.567 -0.398 -0.680 -0.938 -0.173 -0.657 -0.625 -0.441 -0.791 0.388 0.613 0.549 -0.104 -0.773 -0.465 -0.681 -0.579 0.566 0.024 -0.864 -0.517 -0.651 -0.654 0.571 -0.527 0.436 0.057 0.128 0.563 0.374 0.416 0.429 0.430 0.453 0.367 0.369 0.399 0.422 0.390 0.231 0.394 0.389 0.395 0.456 0.245 0.409 0.388 0.411 0.367 -0.556 0.316 -0.179 -0.328

Question: Number 1 is which compound?
Answer: C34H29GeN3OSSn

Question: The highest DFT total energy belongs to which entry?
Answer: C34H29NO4S3Sb3Tc